No. 1
DFT (wB97M-V/def2-TZVPD) results for 2 unconnected molecules or ions with the total composition C3H9N2O2.

Last column: Mulliken charge in e.
Positions of all 16 atoms, in Å:
1 C 2.041856 0.823545 0.810688  -0.1081
2 N 1.017854 1.031590 1.674974  -0.5661
3 O 1.882370 0.289249 -0.342881  -0.7755
4 H 3.054537 1.279170 1.064108  0.3003
5 H -0.655283 0.558276 1.460474  0.4327
6 H 1.370037 1.573421 2.494399  0.1074
7 C -1.001179 -0.916468 0.290801  -0.4390
8 O -1.434194 -0.034854 1.322245  -0.5963
9 C -1.365361 -0.299142 -1.024393  -0.2106
10 N -0.213852 -0.664841 -1.886545  -0.6243
11 H 0.141593 -1.056647 0.337940  0.2239
12 H -1.435405 -1.940066 0.474264  0.2238
13 H -2.349030 -0.626287 -1.411176  0.3464
14 H -1.289931 0.775836 -0.877569  0.1881
15 H -0.397287 -0.599103 -2.856728  0.1411
16 H 0.633280 -0.193685 -1.530602  0.3562

Atoms 1-6, force components in eV/Å:
-2.088 0.583 -0.616
2.295 0.410 -0.290
1.167 0.776 1.896
-0.601 -0.606 -0.094
0.268 -0.129 0.235
-0.211 -0.642 -0.802

Its total energy is -379.7160 Ha. The calculation puts the HOMO-LUMO gap at 8.52 eV. For the energy above the lowest of the compared OMol25 structures with the same formula, charge and spin, the calculation gives 171.4 kJ/mol. As for the spin multiplicity: 1. Its charge is -1.



No. 2
DFT (wB97M-V/def2-TZVPD) results for 2 unconnected molecules or ions with the total composition C3H9N2O2.

Last column: Mulliken charge in e.
Positions of all 16 atoms, in Å:
1 O 1.137847 -0.127308 -1.210946  -0.7124
2 C 0.168803 -0.899509 -1.093186  0.7787
3 O -0.386168 -1.180335 0.024032  -0.8575
4 C -0.481818 -1.438660 -2.386938  -0.9886
5 H -1.557572 -1.390039 -2.229789  0.2735
6 H -0.234357 -0.847013 -3.256436  0.2805
7 H -0.077252 -2.453020 -2.456761  0.2314
8 N 0.891165 0.445134 1.956167  -0.5876
9 C 0.186658 1.559166 1.266112  -0.5012
10 N -1.264375 1.496250 1.104095  -0.6284
11 H 0.627807 0.414311 2.958561  0.1743
12 H 0.718371 -0.452446 1.458140  0.3535
13 H 0.427982 2.494796 1.800734  0.3652
14 H 0.675419 1.609850 0.269327  0.2946
15 H -1.491727 0.541078 0.771398  0.3192
16 H -1.731495 1.627958 2.042376  0.2047

Atoms 1-6, force components in eV/Å:
0.320 -0.353 -0.464
-0.352 1.338 0.877
0.007 -0.689 -1.127
0.168 -0.074 1.056
-0.084 -0.532 -0.112
0.358 0.086 -0.138

Its total energy is -379.7587 Ha. The calculation puts the HOMO-LUMO gap at 8.59 eV. For the energy above the lowest of the compared OMol25 structures with the same formula, charge and spin, the calculation gives 59.2 kJ/mol. As for the spin multiplicity: 1. Its charge is -1.



No. 3
DFT (wB97M-V/def2-TZVPD) results for a gas-phase ion, C3H9N2O2 (charge +1).

Last column: Mulliken charge in e.
Positions of all 16 atoms, in Å:
1 C -0.154459 -0.502758 -1.695959  -1.1089
2 C -0.411263 -0.160740 -0.210838  0.2484
3 C -1.049274 1.247116 -0.023695  -1.3775
4 N 0.706998 -0.194465 0.685981  0.4096
5 O 1.405222 0.959956 0.731948  -0.3534
6 N 0.878929 -1.118357 1.514133  0.4544
7 O 1.844107 -1.073078 2.245176  -0.5930
8 H 0.783334 -1.139589 -1.781744  0.3242
9 H -0.914149 -1.214347 -2.020808  0.3448
10 H -0.238281 0.370511 -2.325203  0.2847
11 H -1.119561 -0.871201 0.079225  0.3849
12 H -0.894649 1.776815 0.915630  0.3844
13 H -2.099792 1.158114 -0.021067  0.4522
14 H -1.007021 1.866331 -0.926665  0.3359
15 H 2.079940 0.853150 1.459981  0.4371
16 H 0.189920 -1.957458 1.373904  0.3722

Atoms 1-6, force components in eV/Å:
1.136 -1.540 0.554
-1.004 2.493 -1.563
-0.751 0.070 -0.758
-0.727 1.442 -1.428
0.861 -1.324 0.949
0.730 -1.205 -0.061

Its total energy is -379.2461 Ha. The calculation puts the HOMO-LUMO gap at 10.06 eV. For the energy above the lowest of the compared OMol25 structures with the same formula, charge and spin, the calculation gives 679.3 kJ/mol. As for the SMILES: CC(C)N(O)[NH+]=O. As for the spin multiplicity: 1. Its charge is +1.



No. 4
DFT (wB97M-V/def2-TZVPD) results for 3 unconnected molecules or ions with the total composition C3H9N2O2.

Last column: Mulliken charge in e.
Positions of all 16 atoms, in Å:
1 C -1.630571 -0.335872 -0.883091  -0.0703
2 C -1.925188 0.723220 -0.036720  -0.1426
3 N -1.223021 0.565676 1.111914  -0.0280
4 C -0.200789 -0.450827 0.925373  -0.0196
5 N -0.647502 -1.112972 -0.330819  -0.1498
6 H -2.081145 -0.691596 -1.794983  0.4326
7 H -2.795032 1.372778 -0.054333  0.4095
8 H -0.922838 1.341426 1.701937  0.3347
9 H -0.174027 -1.195684 1.707556  0.3266
10 H 0.282055 -1.161336 -0.959046  0.4001
11 H 0.767960 0.035957 0.722615  0.1356
12 H 2.202969 -1.195464 -1.695252  0.2139
13 O 1.609142 -0.796012 -1.046986  -0.8127
14 H 2.382240 0.503571 -0.263947  0.3439
15 H 3.317545 1.598455 0.424121  0.3453
16 O 2.429249 1.236918 0.388088  -0.7191

Atoms 1-6, force components in eV/Å:
2.429 -3.556 0.723
-0.632 -0.042 3.816
0.886 0.763 -2.491
-1.893 -0.602 -1.892
-2.590 3.721 0.576
-0.074 0.522 -0.270

Its total energy is -379.3175 Ha. The calculation puts the HOMO-LUMO gap at 6.27 eV. For the energy above the lowest of the compared OMol25 structures with the same formula, charge and spin, the calculation gives 491.8 kJ/mol. As for the spin multiplicity: 1. Its charge is +1.



No. 5
DFT (wB97M-V/def2-TZVPD) results for 2 unconnected molecules or ions with the total composition C3H9N2O2.

Last column: Mulliken charge in e.
Positions of all 16 atoms, in Å:
1 C -0.201984 -0.996440 -0.915983  -0.0305
2 C -1.081652 -0.606967 -1.884720  -0.1055
3 N -1.879499 -1.475314 -2.646586  -0.2546
4 N 0.365397 -0.000716 -0.059638  -0.2281
5 H 0.058862 -2.036345 -0.745277  0.3939
6 H -1.240496 0.487900 -2.034723  0.3167
7 H -2.222556 -1.109367 -3.542018  0.3708
8 H -1.359563 -2.348129 -2.867782  0.3620
9 H 1.326546 0.135725 -0.118453  0.3509
10 H 0.178574 -0.273925 0.923727  0.3825
11 H -0.065714 0.933957 -0.168331  0.3769
12 O -0.204217 2.077029 2.544041  -0.4303
13 C 0.864860 1.633691 2.916060  0.1946
14 O 1.801406 1.219542 2.045443  -0.4197
15 H 1.170911 1.587758 3.962890  0.3480
16 H 2.489118 0.771602 2.591343  0.3723

Atoms 1-6, force components in eV/Å:
0.064 -1.074 -0.371
-3.046 0.250 -2.140
4.588 1.349 0.294
-2.881 0.127 0.875
0.123 0.075 0.255
-0.252 -0.948 0.048

The expectation value of S² is 0.778. Its total energy is -378.9444 Ha. The calculation puts the HOMO-LUMO gap (spin up / spin down) at 8.53 / 4.45 eV. For the energy above the lowest of the compared OMol25 structures with the same formula, charge and spin, the calculation gives 107.5 kJ/mol. As for the spin multiplicity: 2. Its charge is +2.



No. 6
DFT (wB97M-V/def2-TZVPD) results for a molecular structure, C3H9N2O2S.

Last column: Mulliken charge in e.
Positions of all 17 atoms, in Å:
1 C -0.219218 1.138409 -2.287587  -0.8671
2 C -1.546519 0.897659 -0.513503  -0.9388
3 C 1.931537 -1.392585 2.088316  -0.7594
4 N 0.572216 -0.127166 -0.583947  -0.7850
5 N -0.287405 0.494167 -1.036670  0.8371
6 O -0.528748 -0.027860 2.064657  -0.4222
7 O -0.567128 -2.220275 1.076551  -0.3867
8 S 0.164984 -1.141253 1.525679  1.0637
9 H -0.782358 2.054270 -2.161299  0.3556
10 H -0.673998 0.527674 -3.015783  0.3721
11 H 0.805979 1.220120 -2.572392  0.3483
12 H -1.476861 1.928306 -0.012747  0.3301
13 H -1.865109 0.151309 0.206689  0.4168
14 H -2.340404 0.950897 -1.319685  0.3645
15 H 2.293789 -2.404281 1.782981  0.3504
16 H 2.551078 -0.675392 1.616766  0.3332
17 H 1.968167 -1.373997 3.141973  0.3874

Atoms 1-6, force components in eV/Å:
1.358 1.172 -1.785
-3.470 0.548 2.251
-0.817 -1.997 -1.392
4.258 -4.049 3.618
-3.284 2.600 -1.371
0.965 0.157 1.070

Its total energy is -777.4612 Ha. The calculation puts the HOMO-LUMO gap at 8.82 eV. For the energy above the lowest of the compared OMol25 structures with the same formula, charge and spin, the calculation gives 485.9 kJ/mol. As for the spin multiplicity: 1. Its charge is +1.



No. 7
DFT (wB97M-V/def2-TZVPD) results for a gas-phase ion, C3H9N2O2S (charge +1).

Last column: Mulliken charge in e.
Positions of all 17 atoms, in Å:
1 C 0.104640 0.977336 0.898461  -0.5362
2 C 1.408168 0.741631 0.788790  -0.2390
3 C -0.653599 1.655033 -0.205899  -0.3978
4 N -0.087351 -1.851635 -0.339162  -0.5471
5 N -1.064702 0.559297 -1.045580  -0.3351
6 O 1.272460 -1.558569 2.244006  -0.4144
7 O 1.345399 -1.691741 -0.498804  -0.3903
8 S 2.130202 -0.912247 1.310505  0.6406
9 H -0.463110 0.285483 1.471132  0.5128
10 H 1.827442 1.306914 0.012171  0.3740
11 H -1.502824 2.245234 0.218259  0.2764
12 H 0.046000 2.407979 -0.775323  0.3235
13 H -0.347716 -2.072213 0.683908  0.3080
14 H -0.259311 -2.668842 -0.840986  0.2543
15 H -2.156817 0.341217 -1.116803  0.4218
16 H -0.681396 -0.479373 -0.729630  0.3687
17 H -0.917486 0.714496 -2.075046  0.3799

Atoms 1-6, force components in eV/Å:
0.801 -1.012 -0.271
-1.298 -1.252 0.628
1.187 3.395 1.078
0.778 2.096 2.631
-3.983 -2.052 -3.158
-1.026 -0.073 1.104

Its total energy is -777.4537 Ha. The calculation puts the HOMO-LUMO gap at 8.66 eV. For the energy above the lowest of the compared OMol25 structures with the same formula, charge and spin, the calculation gives 505.4 kJ/mol. As for the spin multiplicity: 1. Its charge is +1.



In the order shown, the computed strongest force on any atom values come out to 2.4, 1.6, 3.1, 4.6, 4.8, 6.9, 5.5 eV Å⁻¹.